Density functional theory data (ωB97M-V/def2-TZVPD) for 7 unconnected molecules or ions with the total composition C6H27N2O6.

Properties
orbital gap (spin up / spin down): 10.577 / 6.692 eV
charge: +2
LUMO level (spin up / spin down): -6.00 / -9.89 eV
maximum force: 2.58 eV Å⁻¹
relative energy (zero: lowest compared OMol25 entry of this formula, charge and spin): 39.9 kJ/mol
2S+1: 2

Positions of all 41 atoms, in Å:
H 1.313 0.463 -3.204
H 0.742 2.738 -0.378
H -1.152 4.119 -0.601
O -1.965 -1.225 -1.985
C -1.433 2.138 0.007
C 0.037 2.548 0.464
O -2.539 -1.816 2.768
H -0.184 -1.168 1.090
H -0.895 0.283 -0.856
N -1.369 1.179 -1.127
H -1.297 -4.235 -1.068
H -0.786 1.531 -1.915
N 2.971 0.630 1.743
H 1.197 -0.969 -3.140
O 2.382 -3.082 -0.621
H -2.553 3.579 -1.333
H -2.858 -1.257 3.462
H 4.553 -0.619 1.141
H -1.938 -1.379 -2.945
H -2.035 -2.538 3.209
H 1.582 -3.100 -1.169
O 1.122 -0.216 -2.544
H 2.940 -0.819 0.133
H 2.442 1.662 0.012
C 3.449 -0.624 1.073
O -1.026 -1.103 0.675
C 2.075 1.298 1.001
H -2.266 0.819 -1.382
H 2.378 -3.996 -0.267
H 2.930 0.740 2.750
H 0.346 1.472 2.324
H 3.132 -1.538 1.664
C -2.031 3.489 -0.357
H -0.678 -2.780 -0.716
H -2.662 3.893 0.417
O -0.548 -3.658 -1.068
H -2.310 -2.008 -1.588
C 0.787 1.639 1.338
H -2.117 1.699 0.778
H 0.082 3.544 0.995
H -1.819 -1.333 1.217

Here are the Löwdin charges for atoms 1 to 4, given in e: number 1, H, carries 0.054; number 2, H, carries 0.134; number 3, H, carries 0.089; number 4, O, carries -0.044

Density functional theory data (ωB97M-V/def2-TZVPD) for a single C4H7N3 molecule.

Properties
orbital gap: 10.157 eV
charge: 0
LUMO level: 0.32 eV
maximum force: 1.16 eV Å⁻¹
relative energy (zero: lowest compared OMol25 entry of this formula, charge and spin): 88.0 kJ/mol

Positions of all 14 atoms, in Å:
H -1.782 1.470 0.096
H -2.695 0.251 -0.805
C -1.684 0.567 -0.524
C 1.463 -0.361 0.078
C -0.980 -0.560 0.241
N 2.338 1.719 -1.272
H -1.622 -0.914 1.056
H -0.778 -1.412 -0.417
N 0.304 -0.151 0.817
C 1.982 0.818 -0.636
H 2.791 -1.488 -0.661
H -1.148 0.846 -1.443
H 0.265 0.774 1.223
N 1.975 -1.516 -0.049

Here are the Löwdin charges for atoms 1 to 4, given in e: number 1, H, carries 0.073; number 2, H, carries 0.072; number 3, C, carries -0.094; number 4, C, carries -0.462

no.,E (eV)
1,-21907.86622
2,-8730.76677